Model A:
The following is a quantum chemistry calculation of a single C4H9NO molecule, from OMol25.

XYZ file:
```
15
Properties=species:S:1:pos:R:3:nbo_charge:R:1
C -0.3712 0.0461 1.3981 -0.240
C 0.4399 0.0730 0.0748 0.101
C 0.4844 -1.1867 -0.8264 -0.463
C -0.2021 -0.3215 -1.8758 -0.055
H -0.9136 1.9343 1.2070 0.354
H 0.4809 1.8223 1.9293 0.338
H 0.1282 -0.5706 2.1687 0.193
H -1.3565 -0.3538 1.1215 0.191
H 1.3740 0.5609 0.2896 0.159
H 0.0201 -2.1101 -0.4463 0.215
H 1.5030 -1.3855 -1.1396 0.211
H -1.2310 -0.6198 -2.0934 0.175
H 0.3562 -0.1246 -2.7834 0.179
N -0.4897 1.4095 1.9353 -0.807
O -0.2225 0.8264 -0.9594 -0.550
```

HOMO energy (hartree): -0.340

Model B:
The following is a quantum chemistry calculation of a single C4H9NO molecule, from OMol25.

XYZ file:
```
15
Properties=species:S:1:pos:R:3:nbo_charge:R:1
C 1.2546 -0.6176 1.6863 -0.617
C 0.9634 -1.1688 0.2889 -0.217
N -0.1815 -0.4994 -0.3709 -0.648
C -0.1930 0.6981 -0.9890 0.701
O 0.7107 1.4434 -1.2935 -0.616
C -1.7572 1.0479 -1.2692 -0.768
H 2.0860 -1.1469 2.1709 0.214
H 0.3704 -0.7230 2.3214 0.204
H 1.5177 0.4428 1.6283 0.220
H 1.8553 -1.0447 -0.3447 0.220
H 0.7782 -2.2483 0.3397 0.203
H -1.2088 -0.5308 -0.3466 0.422
H -2.6385 0.3859 -1.0477 0.213
H -1.8186 1.2301 -2.3365 0.236
H -1.9519 1.9543 -0.6981 0.234
```

HOMO energy (hartree): -0.357

Decreasing stability: model B, model A

Model A:
The following is a quantum chemistry calculation of a single C4H9NO molecule, from OMol25.

XYZ file:
```
15
Properties=species:S:1:pos:R:3:nbo_charge:R:1
C -0.7768 -0.4505 2.3851 -0.240
O -0.6929 -0.0645 1.0404 -0.570
C 0.4118 0.7869 0.7821 -0.199
C 0.7904 0.9029 -0.6628 0.059
C 0.3817 -0.2702 -2.7314 -0.407
N 0.0062 0.1559 -1.3966 -0.559
H -1.0162 0.4060 3.0325 0.167
H 0.1694 -0.8947 2.7341 0.165
H -1.5697 -1.1981 2.4687 0.192
H 1.3239 0.3546 1.2322 0.195
H 0.2698 1.7725 1.2504 0.195
H 1.3409 0.1988 -2.9515 0.227
H 0.5085 -1.3583 -2.7123 0.195
H -0.3580 -0.0118 -3.4947 0.195
H -0.7889 -0.3294 -0.9763 0.386
```

HOMO energy (hartree): -0.302

Model B:
The following is a quantum chemistry calculation of a 2-piece molecular cluster, C4H9NO overall, from OMol25.

XYZ file:
```
15
Properties=species:S:1:pos:R:3:nbo_charge:R:1
C -1.8257 -1.5515 0.3904 -0.253
O -1.6306 -0.9093 -0.8508 -0.729
C 0.4447 0.7343 -0.4753 0.438
N 0.7579 0.2870 0.6173 -0.451
C 2.1398 0.4695 1.0431 -0.418
C 0.0925 1.3392 -1.5841 -0.673
H -1.3886 -2.5495 0.2982 0.177
H -2.8937 -1.6550 0.6234 0.157
H -1.3201 -1.0357 1.2168 0.180
H 2.8184 0.6219 0.1961 0.191
H 2.1471 1.3658 1.6698 0.206
H 2.4718 -0.3749 1.6471 0.207
H -0.0243 2.4140 -1.5462 0.242
H -0.0489 0.8010 -2.5118 0.253
H -1.7404 0.0431 -0.7341 0.474
```

HOMO energy (hartree): -0.329

Decreasing stability: model B, model A

Model A:
The following is a quantum chemistry calculation of a single C4H9NO molecule, from OMol25.

XYZ file:
```
15
Properties=species:S:1:pos:R:3:nbo_charge:R:1
C -1.2752 0.0997 0.9552 -0.612
C -0.2038 -0.3145 -0.0512 -0.071
C -0.7361 -0.3084 -1.4832 -0.608
N 0.9545 0.5612 0.0741 -0.617
C 2.1419 0.1386 0.5851 0.531
O 2.4110 -1.0101 0.8766 -0.615
H -2.1355 -0.5752 0.9094 0.216
H -1.6357 1.1149 0.7402 0.197
H -0.8749 0.0870 1.9738 0.219
H 0.1690 -1.3121 0.1980 0.232
H 0.0305 -0.6378 -2.1911 0.220
H -1.0607 0.6986 -1.7750 0.199
H -1.6005 -0.9756 -1.5722 0.213
H 0.7817 1.5552 0.0508 0.388
H 2.8711 0.9645 0.6941 0.109
```

HOMO energy (hartree): -0.359

Model B:
The following is a quantum chemistry calculation of a single C4H9NO molecule, from OMol25.

XYZ file:
```
15
Properties=species:S:1:pos:R:3:nbo_charge:R:1
C 2.3370 -0.2996 0.2030 -0.601
C 1.1090 0.4766 -0.2177 -0.496
C -0.1533 -0.0692 0.4098 0.672
O -0.1974 -0.9576 1.2461 -0.623
N -1.2529 0.4454 -0.1850 -0.625
C -2.5545 -0.1663 -0.0930 -0.430
H 2.2274 -1.3564 -0.0578 0.217
H 3.2202 0.1006 -0.2982 0.205
H 2.4707 -0.2397 1.2846 0.219
H 1.1919 1.5469 0.0087 0.216
H 0.9430 0.4021 -1.3004 0.216
H -1.2305 1.3522 -0.6254 0.388
H -2.9930 -0.1616 -1.1052 0.201
H -2.4721 -1.2163 0.2081 0.231
H -2.9269 0.4778 0.6965 0.208
```

HOMO energy (hartree): -0.347

Decreasing stability: model A, model B

Model A:
The following is a quantum chemistry calculation of a 2-piece molecular cluster, C2H4N2O3 overall, from OMol25.

XYZ file:
```
11
Properties=species:S:1:pos:R:3:nbo_charge:R:1
C 0.4753 -0.6883 -0.3264 0.208
C 3.6116 -0.5704 -2.5000 1.027
N 0.0313 0.2666 -0.9457 -0.328
N 0.5304 -0.8028 1.0027 -0.825
O 4.3811 -0.6516 -1.6812 -0.497
O 2.8388 -0.3692 -3.3480 -0.531
O -0.7434 1.6236 -0.6236 -0.650
H -0.0280 0.2480 -1.8919 0.381
H 1.0885 -1.5871 1.2055 0.387
H 0.4896 -0.1637 1.7424 0.379
H -1.3183 1.2742 0.0423 0.449
```

HOMO energy (hartree): -0.323

Model B:
The following is a quantum chemistry calculation of a single C2H4N2O3 molecule, from OMol25.

XYZ file:
```
11
Properties=species:S:1:pos:R:3:nbo_charge:R:1
C -0.8235 -0.7634 -0.1591 0.856
C 2.0076 0.9113 0.2060 0.525
H -2.5963 0.3212 -0.6742 0.371
H -2.4921 -1.2996 -1.3590 0.405
H 0.8028 0.5518 1.9425 0.393
H 1.7021 0.8225 -0.9785 0.135
N -1.7624 -0.4470 -1.2216 -0.834
N 0.9941 0.2371 0.9250 -0.347
O -0.4205 -1.9512 -0.0894 -0.571
O -0.3671 0.4226 0.5449 -0.407
O 2.9554 1.1947 0.8633 -0.526
```

HOMO energy (hartree): -0.386

Model C:
The following is a quantum chemistry calculation of a single C2H4N2O3 molecule, from OMol25.

XYZ file:
```
11
Properties=species:S:1:pos:R:3:nbo_charge:R:1
C 0.2434 -0.1820 -0.1253 0.437
N 0.4871 -1.5208 0.1212 -0.834
C 0.7036 1.4299 0.5467 0.533
O 1.3153 0.6128 -0.4544 -0.479
O -1.9544 -0.5553 -0.2467 -0.517
N -0.9479 0.2097 -0.7076 -0.052
O -0.3083 2.1767 0.4249 -0.512
H -2.7586 -0.1107 -0.5717 0.487
H 0.2955 -2.0953 -0.6925 0.394
H 1.3971 -1.7210 0.5100 0.388
H 1.5274 1.7559 1.1953 0.156
```

HOMO energy (alpha / beta) (hartree): -0.320 / -0.311

Decreasing stability: model A, model B, model C

Model A:
The following is a quantum chemistry calculation of a single C2H4N2O3 molecule, from OMol25.

XYZ file:
```
11
Properties=species:S:1:pos:R:3:nbo_charge:R:1
C -0.7025 0.3122 0.3763 0.546
C 0.3805 -0.7587 0.5134 -0.364
N -1.7369 -0.0447 -0.2594 -0.659
N 1.2540 -0.6093 -0.6071 0.532
O 1.1725 0.3498 -1.3130 -0.354
O 2.0159 -1.5522 -0.8347 -0.387
O -0.3394 1.5339 0.7681 -0.673
H 0.0053 -1.7941 0.4509 0.275
H 0.9666 -0.3917 1.3679 0.251
H -2.3433 0.8088 -0.6006 0.337
H -0.6727 2.1460 0.1382 0.495
```

HOMO energy (hartree): -0.401

Model B:
The following is a quantum chemistry calculation of C2H4N2O3 as an isolated structure, from OMol25.

XYZ file:
```
11
Properties=species:S:1:pos:R:3:nbo_charge:R:1
C -0.7597 -0.6483 -0.3353 0.297
C 0.9918 0.8191 -0.0489 0.370
H -3.7037 0.0764 0.0074 0.482
H -0.0686 -1.4068 -0.4187 0.226
H 1.3474 1.9575 -0.7023 0.187
H 3.5301 -1.1770 1.0321 0.446
N -2.0033 -0.8315 -0.1201 -0.164
N 1.6283 -0.2682 0.1829 -0.266
O -2.7461 0.3842 0.3465 -0.566
O -0.3274 0.6991 -0.0900 -0.491
O 3.0894 -0.1804 -0.0133 -0.521
```

HOMO energy (hartree): -0.353

Decreasing stability: model A, model B

Model A:
The following is a quantum chemistry calculation of a 5-piece molecular cluster, C2H15NO4 overall, from OMol25.

XYZ file:
```
22
Properties=species:S:1:pos:R:3:nbo_charge:R:1
C 1.1793 -2.0810 -0.5020 -0.622
C 0.4266 -1.5869 0.7743 -0.208
N -0.1930 -0.2644 0.5666 -0.871
H 2.1565 -2.4876 -0.2462 0.209
H 1.2973 -1.2863 -1.2306 0.211
H 0.5437 -2.8225 -0.9771 0.215
H 1.1973 -1.5486 1.5535 0.174
H -0.3817 -2.2365 1.0888 0.191
H -1.1725 -0.3063 0.8034 0.382
H -0.0841 0.2160 -0.3184 0.394
H -5.4068 -0.1320 2.1033 0.465
H -4.6382 0.8954 1.3939 0.464
O -4.5879 0.3677 2.1858 -0.929
H 1.3076 2.5289 -0.7327 0.503
H 2.4345 1.5963 -0.9122 0.477
O 1.8280 2.1116 -1.4357 -0.970
H 0.8857 0.6405 -2.4145 0.482
H 0.0435 1.1381 -3.4347 0.467
O 0.0686 0.3675 -2.8553 -0.959
H 1.3678 1.9207 2.1958 0.470
H 0.6311 1.0335 1.1211 0.488
O 1.0967 1.9360 1.2726 -1.036
```

HOMO energy (hartree): -0.352

Model B:
The following is a quantum chemistry calculation of a 5-piece molecular cluster, C2H15NO4 overall, from OMol25.

XYZ file:
```
22
Properties=species:S:1:pos:R:3:nbo_charge:R:1
C -1.2467 -0.7929 2.0555 -0.599
C 0.2963 -0.7992 1.9428 -0.216
N 0.6966 0.2339 1.0305 -0.855
H -1.5855 0.2217 2.2658 0.189
H -1.6334 -1.4561 2.8247 0.215
H -1.5865 -1.0927 1.0666 0.200
H 0.5104 -1.7794 1.5109 0.189
H 0.7357 -0.8178 2.9420 0.165
H 1.7067 0.3509 1.0420 0.369
H 0.3016 1.1445 1.2036 0.362
H 0.1706 1.7424 4.2706 0.473
H -0.2215 2.4384 2.9487 0.464
O 0.4109 2.4569 3.6711 -0.935
H 1.1519 -0.3260 -6.7873 0.468
H 2.4668 -0.5026 -6.0354 0.468
O 2.1063 -0.2891 -6.9029 -0.936
H -2.7026 0.4073 -2.1182 0.471
H -2.5028 -0.4623 -0.8709 0.470
O -2.8339 0.3896 -1.1661 -0.941
H 1.0888 -0.3011 -0.8611 0.489
H 1.5319 -0.0425 -2.2934 0.458
O 1.1383 -0.7240 -1.7394 -0.969
```

HOMO energy (hartree): -0.368

Decreasing stability: model A, model B